The following is a quantum chemistry calculation of C2H5NO2S in the gas phase in a non-equilibrium geometry, from OMol25.

Computed properties:
- SMILES string: C[C@H](S)[N+](=O)[O-]
- E: -18571.1022 eV
- ΔE to the lowest compared entry with this formula, charge and spin: 431.0 kJ/mol
- Gap between HOMO and LUMO: 10.25 eV

CARTESIAN COORDINATES (ANGSTROEM)
N: 1.15370 0.89407 0.20373
H: -1.84560 -0.85238 0.62772
C: -0.84003 -0.81755 0.74730
O: 1.10740 1.83317 0.92346
O: 2.11957 0.29960 -0.12324
H: -0.72756 -0.50696 1.72479
C: -0.21487 0.50463 -0.35543
H: -0.97413 1.26456 0.03244
H: -0.36003 -1.68431 0.25995
H: 0.70407 -0.99776 -1.96715
S: -0.12251 0.06293 -2.07356